No. 1
The following is a DFT calculation (ωB97M-V/def2-TZVPD) of a structure of composition C29H25ClPSeTl in a non-equilibrium geometry.

energy above the lowest of the compared OMol25 structures with the same formula, charge and spin = 2.1436 eV
E_HOMO (alpha / beta) = -7.53 / -7.49 eV
E = -4495.38833 a.u.
frontier orbital gap (alpha / beta) = 3.61 / 3.56 eV

Geometry (Å):
C: -0.977 -2.000 2.810
C: -0.864 -2.555 1.503
C: 0.519 -2.725 1.214
H: -1.689 -2.803 0.843
C: 1.262 -2.296 2.347
C: 0.334 -1.856 3.341
H: 0.571 -1.478 4.341
H: -1.899 -1.730 3.322
H: 0.942 -3.119 0.291
H: 2.350 -2.304 2.440
Tl: 2.063 0.839 2.906
Cl: 3.950 0.683 1.122
P: 0.055 0.146 -1.641
C: 1.309 -0.956 -2.343
C: 1.097 -1.785 -3.459
H: 0.141 -1.755 -3.982
C: 2.120 -2.628 -3.896
H: 1.956 -3.254 -4.778
C: 3.353 -2.661 -3.236
H: 4.157 -3.302 -3.599
C: 3.556 -1.837 -2.119
H: 4.515 -1.837 -1.603
C: 2.549 -0.995 -1.673
H: 2.716 -0.346 -0.804
C: -1.558 -0.407 -2.269
C: -1.924 -1.760 -2.091
H: -1.177 -2.479 -1.742
C: -3.220 -2.179 -2.388
H: -3.484 -3.232 -2.282
C: -4.169 -1.259 -2.855
H: -5.172 -1.596 -3.118
C: -3.817 0.087 -3.015
H: -4.551 0.803 -3.396
C: -2.524 0.520 -2.717
H: -2.240 1.565 -2.856
C: 0.408 1.795 -2.331
C: 1.028 1.987 -3.576
H: 1.275 1.125 -4.198
C: 1.308 3.289 -4.004
H: 1.773 3.435 -4.978
C: 0.988 4.386 -3.202
H: 1.192 5.397 -3.555
C: 0.397 4.187 -1.948
H: 0.144 5.040 -1.326
C: 0.118 2.900 -1.499
H: -0.330 2.713 -0.515
Se: -1.524 1.818 2.554
C: -1.184 1.782 4.345
C: -2.018 1.036 5.221
C: -1.503 0.552 6.414
C: -0.177 0.839 6.789
C: 0.584 1.724 6.008
C: 0.012 2.327 4.894
H: -3.011 0.751 4.878
H: -2.125 -0.070 7.061
H: 0.248 0.405 7.699
H: 1.618 1.955 6.291
H: 0.529 3.122 4.358

Atoms 1-3, force components in eV/Å:
C -1.3 0.1 -1.9
C 0.6 -0.1 0.0
C -2.3 0.0 -0.3

=====

No. 2
The following is a DFT calculation (ωB97M-V/def2-TZVPD) of a structure of composition C29H25F9N2O2S2TeTi in a non-equilibrium geometry.

energy above the lowest of the compared OMol25 structures with the same formula, charge and spin = 1.2602 eV
E_HOMO = -0.98 eV
charge = -2
E = -4192.91830 a.u.
frontier orbital gap = 5.33 eV

Geometry (Å):
Ti: 0.242 0.287 0.815
C: 0.115 -2.170 -1.286
C: 1.028 -1.120 -0.688
N: 0.833 0.209 -1.076
N: 1.977 1.007 -1.288
C: 1.982 2.138 -0.708
S: 0.787 2.689 0.443
S: 3.356 3.224 -1.100
C: 4.557 2.048 -1.800
C: 4.572 2.026 -3.306
C: 5.469 2.813 -4.019
C: 5.482 2.811 -5.410
C: 4.587 2.017 -6.110
C: 3.681 1.233 -5.407
C: 3.671 1.236 -4.017
C: 2.383 -1.524 -0.232
C: 3.220 -2.435 -0.859
C: 4.511 -2.670 -0.381
C: 4.961 -1.979 0.736
C: 4.126 -1.073 1.389
C: 2.840 -0.845 0.906
O: 1.979 -0.025 1.506
H: -0.835 -1.709 -1.548
H: -0.060 -2.987 -0.580
H: 0.540 -2.612 -2.206
H: 4.276 1.083 -1.380
H: 5.522 2.366 -1.405
H: 6.166 3.441 -3.472
H: 6.189 3.434 -5.946
H: 4.591 2.013 -7.195
H: 2.968 0.619 -5.947
H: 2.951 0.649 -3.454
H: 2.866 -2.956 -1.744
H: 5.161 -3.377 -0.885
H: 5.966 -2.147 1.109
H: 4.450 -0.544 2.279
F: 1.214 0.236 5.451
C: 0.608 0.913 4.446
F: 1.539 1.452 3.690
F: -0.070 1.927 5.029
C: -0.386 -0.024 3.638
O: -0.787 0.482 2.450
C: 0.254 -1.497 3.465
F: 1.556 -1.592 3.699
F: -0.327 -2.420 4.260
F: 0.016 -1.899 2.190
C: -1.680 -0.178 4.536
F: -2.500 -1.111 4.033
F: -2.386 0.951 4.568
F: -1.410 -0.523 5.811
C: -8.088 -1.176 0.932
C: -6.695 -0.669 0.646
C: -5.575 -1.453 0.881
C: -4.285 -1.006 0.592
C: -3.124 -1.927 0.852
C: -4.079 0.276 0.049
Te: -2.140 0.998 -0.487
C: -5.215 1.082 -0.183
C: -5.083 2.479 -0.739
C: -6.490 0.600 0.116
H: -8.059 -2.086 1.535
H: -8.625 -1.408 0.005
H: -8.680 -0.430 1.471
H: -5.704 -2.447 1.302
H: -3.442 -2.820 1.398
H: -2.358 -1.419 1.425
H: -2.660 -2.234 -0.091
H: -4.514 3.111 -0.052
H: -6.067 2.926 -0.907
H: -4.520 2.475 -1.674
H: -7.351 1.241 -0.069

Atoms 1-3, force components in eV/Å:
Ti 0.4 -0.5 -1.5
C 0.4 0.1 -0.4
C -0.6 0.3 0.9

=====

No. 3
The following is a DFT calculation (ωB97M-V/def2-TZVPD) of a structure of composition C29H25FeN3OPSSe in a non-equilibrium geometry.

energy above the lowest of the compared OMol25 structures with the same formula, charge and spin = 1.0516 eV
E_HOMO (alpha / beta) = -7.31 / -7.90 eV
E = -5764.09080 a.u.
2S+1 = 6
⟨S²⟩ = 8.778
frontier orbital gap (alpha / beta) = 6.57 / 6.99 eV

Geometry (Å):
Fe: 0.089 -0.192 -0.462
O: -2.765 3.134 1.557
C: -2.130 2.226 1.841
C: -1.687 1.441 2.930
C: -2.407 1.253 4.069
C: -1.743 0.865 5.257
C: -0.397 0.762 5.301
C: 0.400 1.003 4.199
C: -0.205 1.163 2.942
P: 0.704 1.152 1.424
C: 2.179 0.280 1.796
C: 2.113 -1.002 2.353
C: 3.210 -1.877 2.313
C: 4.272 -1.504 1.500
C: 4.479 -0.143 1.073
C: 3.409 0.709 1.228
C: 1.056 2.809 0.834
C: 1.014 3.838 1.841
C: 1.122 5.190 1.339
C: 1.133 5.485 -0.008
C: 1.183 4.415 -0.937
C: 1.262 3.116 -0.535
H: -3.479 1.264 4.051
H: -2.312 0.693 6.178
H: -0.013 0.139 6.196
H: 1.492 1.003 4.308
H: 1.258 -1.302 2.873
H: 3.104 -2.890 2.746
H: 5.114 -2.223 1.350
H: 5.382 0.221 0.690
H: 3.493 1.798 1.014
H: 0.798 3.566 2.901
H: 1.241 6.051 2.030
H: 1.288 6.513 -0.275
H: 1.030 4.594 -2.016
H: 1.453 2.360 -1.249
Se: 1.079 -2.239 -1.034
C: 1.070 -2.255 -2.971
C: -0.021 -2.588 -3.838
C: 0.178 -2.522 -5.218
C: 1.330 -2.037 -5.800
C: 2.422 -1.831 -4.954
C: 2.294 -1.901 -3.544
H: -0.942 -3.047 -3.418
H: -0.683 -2.765 -5.892
H: 1.422 -1.734 -6.879
H: 3.412 -1.560 -5.272
H: 3.040 -1.594 -2.822
N: -1.543 0.542 -1.014
C: -2.693 0.768 -1.236
N: -3.921 1.142 -1.318
C: -4.934 0.402 -1.748
N: -5.882 -0.083 -2.268
C: -4.632 -3.791 -2.297
S: -4.221 -3.237 -0.576
C: -2.415 -3.419 -0.657
H: -4.951 -2.894 -2.881
H: -5.482 -4.511 -2.356
H: -3.734 -4.273 -2.742
H: -2.200 -4.306 -1.242
H: -2.148 -3.649 0.381
H: -1.983 -2.531 -1.059

Atoms 1-3, force components in eV/Å:
Fe 0.1 -0.3 0.0
O -1.7 2.6 -0.3
C 1.6 -3.2 -0.9

=====

No. 4
The following is a DFT calculation (ωB97M-V/def2-TZVPD) of a structure of composition C29H25N10OsS2.

energy above the lowest of the compared OMol25 structures with the same formula, charge and spin = 2.9743 eV
E_HOMO (alpha / beta) = -15.25 / -16.17 eV
charge = +3
E = -2553.62416 a.u.
2S+1 = 5
⟨S²⟩ = 6.159
frontier orbital gap (alpha / beta) = 6.10 / 5.33 eV

Geometry (Å):
Os: 0.090 0.045 0.142
N: -0.999 -2.007 4.044
C: -1.103 -3.381 3.919
C: -1.503 -4.162 4.996
C: -1.645 -5.520 4.817
C: -1.395 -6.123 3.567
C: -0.976 -5.369 2.503
C: -0.819 -3.986 2.674
S: -0.250 -3.069 1.356
N: -0.334 -1.486 1.842
C: -0.693 -1.151 3.064
C: -1.036 1.260 2.273
C: -1.760 2.184 3.268
C: -0.832 3.239 3.772
C: 0.384 3.417 3.252
C: 0.848 2.628 2.104
N: 0.192 1.650 1.616
H: -1.255 -1.590 4.940
H: -1.708 -3.703 5.958
H: -1.958 -6.134 5.654
H: -1.533 -7.191 3.445
H: -0.770 -5.830 1.542
H: -2.715 2.608 2.946
H: -1.197 3.910 4.545
H: 1.032 4.205 3.613
H: 1.785 2.892 1.621
S: 0.372 -1.623 -1.408
C: 1.050 -0.560 -2.639
N: 1.248 -1.099 -3.815
N: 1.942 -0.564 -4.794
C: 3.102 0.192 -4.859
C: 3.972 0.409 -3.775
C: 5.150 1.078 -3.997
C: 5.470 1.551 -5.277
C: 4.605 1.338 -6.348
C: 3.434 0.647 -6.150
N: 1.140 0.795 -2.448
N: 0.591 1.212 -1.365
C: 0.474 2.659 -1.346
C: 1.531 3.434 -1.802
C: 1.405 4.814 -1.807
C: 0.221 5.408 -1.389
C: -0.843 4.619 -0.967
C: -0.716 3.239 -0.934
H: 1.608 -0.898 -5.689
H: 3.752 0.013 -2.798
H: 5.847 1.224 -3.183
H: 6.408 2.066 -5.439
H: 4.858 1.703 -7.335
H: 2.756 0.464 -6.980
H: 2.445 2.953 -2.134
H: 2.229 5.428 -2.148
H: 0.121 6.486 -1.409
H: -1.781 5.082 -0.683
H: -1.550 2.611 -0.652
N: -1.794 0.866 5.598
C: -1.963 0.895 4.184
C: -0.760 0.290 3.405
N: -1.859 0.729 1.193
C: -2.995 0.206 1.411
C: -3.670 0.007 2.732
N: -3.240 0.271 3.895
H: -1.086 1.487 5.970
H: -2.669 0.965 6.098
H: 0.154 0.583 3.927
H: -3.540 -0.148 0.536
H: -4.662 -0.443 2.674

Atoms 1-3, force components in eV/Å:
Os 0.7 -0.5 -0.1
N -0.1 0.0 0.1
C 0.0 -0.2 0.0

=====

No. 5
The following is a DFT calculation (ωB97M-V/def2-TZVPD) of a cluster of 2 separate species, C29H25N3O2 in total in a non-equilibrium geometry.

energy above the lowest of the compared OMol25 structures with the same formula, charge and spin = 2.4681 eV
E_HOMO = -5.01 eV
E = -1434.70235 a.u.
frontier orbital gap = 2.43 eV

Geometry (Å):
C: 0.271 -3.275 3.879
N: 0.543 -4.290 2.860
C: -0.214 -5.450 2.780
C: 0.132 -6.111 1.648
N: 1.100 -5.362 1.007
C: 1.689 -5.742 -0.269
C: 1.372 -4.236 1.751
C: 2.266 -3.165 1.320
C: 2.723 -2.183 2.266
C: 3.052 -0.916 1.882
C: 3.266 0.181 2.787
C: 2.967 1.497 2.388
C: 2.996 2.533 3.293
C: 3.350 2.302 4.610
C: 3.697 1.022 5.014
C: 3.652 -0.024 4.123
O: 2.583 -3.075 0.120
H: 0.745 -2.325 3.639
H: -0.802 -3.113 3.942
H: 0.618 -3.628 4.850
H: -1.002 -5.729 3.459
H: -0.307 -7.010 1.251
H: 2.527 -5.086 -0.503
H: 2.031 -6.774 -0.216
H: 0.949 -5.657 -1.063
H: 2.741 -2.445 3.308
H: 2.979 -0.683 0.836
H: 2.637 1.677 1.380
H: 2.695 3.521 2.984
H: 3.341 3.113 5.324
H: 3.974 0.842 6.041
H: 3.914 -1.014 4.454
C: -4.167 3.671 1.173
C: -4.501 2.711 0.236
C: -3.565 2.285 -0.673
C: -2.268 2.822 -0.686
C: -1.272 2.414 -1.656
C: -1.624 1.857 -2.963
O: -0.828 1.194 -3.613
C: -2.968 2.123 -3.539
C: -3.597 3.353 -3.373
C: -4.851 3.577 -3.892
C: -5.487 2.581 -4.604
C: -4.865 1.362 -4.792
C: -3.616 1.132 -4.261
C: 0.026 2.633 -1.340
N: 1.124 2.858 -0.972
C: -1.951 3.775 0.294
C: -2.889 4.197 1.203
H: -4.906 4.005 1.883
H: -5.495 2.295 0.212
H: -3.806 1.498 -1.365
H: -3.092 4.127 -2.822
H: -5.330 4.531 -3.739
H: -6.466 2.759 -5.017
H: -5.347 0.597 -5.376
H: -3.120 0.185 -4.393
H: -0.955 4.181 0.312
H: -2.622 4.925 1.952

Atoms 1-3, force components in eV/Å:
C 0.0 0.3 0.3
N 0.4 -0.7 -1.5
C 0.4 0.3 -0.4

=====

No. 6
The following is a DFT calculation (ωB97M-V/def2-TZVPD) of a structure of composition C29H25N3O2P2V.

energy above the lowest of the compared OMol25 structures with the same formula, charge and spin = 0.0000 eV
E_HOMO (alpha / beta) = -14.67 / -14.67 eV
charge = +2
E = -3061.04364 a.u.
2S+1 = 2
⟨S²⟩ = 0.799
frontier orbital gap (alpha / beta) = 6.54 / 6.97 eV

Geometry (Å):
V: 0.872 -1.236 -0.338
N: -1.333 1.011 -0.569
P: -0.325 0.696 0.817
C: 0.602 2.191 1.080
C: 1.993 2.174 1.016
C: 2.701 3.359 1.141
C: 2.020 4.553 1.327
C: 0.630 4.572 1.393
C: -0.084 3.393 1.270
C: -1.484 0.396 2.142
C: -2.580 -0.446 1.939
C: -3.487 -0.643 2.964
C: -3.303 -0.008 4.187
C: -2.206 0.818 4.392
C: -1.287 1.016 3.377
P: -0.921 -0.273 -1.519
C: -2.150 -0.902 -2.627
C: -2.592 -2.224 -2.544
C: -3.552 -2.663 -3.443
C: -4.065 -1.793 -4.394
C: -3.625 -0.475 -4.467
C: -2.661 -0.021 -3.589
C: 0.651 0.075 -2.299
C: 1.213 1.358 -2.421
C: 2.432 1.497 -3.053
C: 3.118 0.371 -3.518
C: 2.602 -0.903 -3.351
C: 1.361 -1.060 -2.742
H: -2.267 1.402 -0.512
H: 2.526 1.238 0.890
H: 3.782 3.351 1.103
H: 2.573 5.477 1.430
H: 0.107 5.506 1.549
H: -1.166 3.413 1.333
H: -2.733 -0.964 1.001
H: -4.335 -1.296 2.811
H: -4.016 -0.162 4.985
H: -2.063 1.305 5.347
H: -0.420 1.640 3.545
H: -2.209 -2.892 -1.787
H: -3.904 -3.684 -3.393
H: -4.817 -2.143 -5.089
H: -4.032 0.193 -5.214
H: -2.308 1.002 -3.657
H: 0.683 2.217 -2.029
H: 2.860 2.481 -3.192
H: 4.075 0.497 -4.008
H: 3.148 -1.770 -3.695
H: 0.923 -2.063 -2.666
N: -1.413 -3.297 0.412
C: -0.578 -2.547 0.140
O: 2.447 -2.623 -0.319
C: 2.597 -2.359 0.900
C: 3.494 -2.889 1.969
C: 3.005 -2.135 3.220
C: 2.007 -1.101 2.715
O: 1.460 -0.199 3.276
N: 1.811 -1.366 1.346
H: 4.527 -2.660 1.698
H: 3.417 -3.975 2.029
H: 3.796 -1.638 3.777
H: 2.479 -2.791 3.916

Atoms 1-3, force components in eV/Å:
V 0.1 -0.6 0.4
N -0.1 -0.3 0.1
P -0.3 -0.1 -0.3

=====

No. 7
The following is a DFT calculation (ωB97M-V/def2-TZVPD) of a cluster of 2 separate species, C29H25N5O4Si in total in a non-equilibrium geometry.

energy above the lowest of the compared OMol25 structures with the same formula, charge and spin = 1.2008 eV
E_HOMO = -7.82 eV
E = -1983.96447 a.u.
frontier orbital gap = 5.08 eV
SMILES = c1ccc([Si](c2ccccc2)(c2ccccc2)[C@@H]2CCCN2)cc1.N#Cc1cc([N+](=O)[O-])cc2c1no[n+]2[O-]

Geometry (Å):
N: 2.171 2.686 5.342
C: 1.767 2.092 4.424
C: 1.216 1.334 3.352
C: -0.121 0.995 3.180
C: -0.506 -0.030 2.264
N: -1.748 -0.663 2.559
O: -2.403 -0.259 3.538
O: -2.127 -1.662 1.874
C: 0.423 -0.588 1.356
C: 1.777 -0.294 1.579
N: 2.893 -1.149 1.450
O: 3.090 -2.261 0.982
O: 3.881 -0.615 2.338
N: 3.449 0.556 2.957
C: 2.183 0.691 2.518
H: -0.876 1.468 3.802
H: 0.147 -1.263 0.568
C: 1.747 -5.764 0.083
C: 0.899 -6.748 0.603
C: -0.459 -6.458 0.800
C: -0.942 -5.152 0.554
Si: -2.634 -4.687 -0.123
C: -3.120 -6.305 -0.941
C: -4.206 -7.062 -0.476
C: -4.353 -8.394 -0.879
C: -3.426 -8.971 -1.754
C: -2.380 -8.197 -2.270
C: -2.236 -6.862 -1.879
C: -4.113 -4.145 0.899
C: -3.910 -3.636 2.184
C: -4.984 -3.116 2.909
C: -6.272 -3.135 2.367
C: -6.485 -3.634 1.077
C: -5.401 -4.130 0.339
C: -2.323 -3.079 -1.153
C: -1.828 -3.370 -2.578
C: -1.031 -2.111 -2.999
C: -0.794 -1.297 -1.717
N: -1.470 -2.024 -0.662
C: 0.025 -4.139 0.493
C: 1.309 -4.440 0.063
H: 2.744 -5.995 -0.278
H: 1.292 -7.749 0.796
H: -1.157 -7.244 1.099
H: -4.925 -6.618 0.212
H: -5.186 -8.983 -0.494
H: -3.509 -10.027 -2.024
H: -1.662 -8.634 -2.965
H: -1.407 -6.277 -2.281
H: -2.913 -3.649 2.614
H: -4.793 -2.683 3.888
H: -7.113 -2.758 2.950
H: -7.483 -3.635 0.638
H: -5.562 -4.506 -0.676
H: -3.381 -2.735 -1.156
H: -1.182 -4.263 -2.580
H: -2.679 -3.585 -3.240
H: -0.074 -2.359 -3.468
H: -1.622 -1.508 -3.697
H: 0.264 -1.251 -1.452
H: -1.155 -0.264 -1.815
H: -1.790 -1.547 0.192
H: -0.228 -3.103 0.694
H: 1.968 -3.640 -0.244

Atoms 1-3, force components in eV/Å:
N -0.6 -1.1 -1.7
C 0.0 1.7 2.0
C -1.2 -0.1 -1.1